No. 1
Below is the ion C6H11N2O2 with charge +1 at a distorted geometry, with properties calculated with ωB97M-V with the def2-TZVPD basis set.

```
21
Properties=species:S:1:pos:R:3:mulliken_charge:R:1
O 1.84320 0.57712 -1.75282 -0.494
O 1.31060 -0.80039 -0.06819 -0.363
N -2.04162 0.67711 0.00525 -0.110
N 0.50696 1.20705 0.99727 -0.480
C 2.13948 -0.37664 -1.09535 0.746
C 0.27016 0.04676 0.19831 0.632
C -0.36004 0.27250 1.67133 -0.224
C 3.32721 -1.25515 -1.22577 -1.022
C -1.85224 0.39213 1.47207 -0.695
C -0.90714 0.08593 -0.77297 -0.854
H 3.42009 -1.58769 -2.25788 0.325
H 3.26617 -2.10159 -0.55252 0.289
H -2.29045 1.19765 2.06755 0.397
H 0.17607 2.11376 0.70071 0.219
H -0.66765 0.69302 -1.65060 0.399
H -2.94116 0.31345 -0.32906 0.353
H 0.04334 -0.22517 2.53528 0.452
H -1.14228 -0.93124 -1.09314 0.366
H 4.21359 -0.66672 -0.99001 0.305
H -2.33742 -0.54984 1.73440 0.342
H -2.04821 1.69286 -0.14293 0.415
```

Net charge = +1
Structure (SMILES) = CC(=O)O[C@@]12C[NH2+]C[C@@H]1N2
ΔE to the lowest compared entry with this formula, charge and spin = 204.2 kJ/mol

***

No. 2
Below is a structure of composition C6H23ClO9 at a distorted geometry, with properties calculated with ωB97M-V with the def2-TZVPD basis set.

```
39
Properties=species:S:1:pos:R:3:mulliken_charge:R:1
Cl 2.69315 -0.60644 0.51757 2.152
O -0.45159 -1.14394 1.19669 -0.351
O 2.34653 -1.11229 -0.77074 -0.529
O -1.45701 -0.02902 -0.96222 -0.346
O 1.51863 0.08975 1.03842 -0.627
O 2.92755 -1.73726 1.37841 -0.831
O 3.91093 0.17831 0.45199 -0.701
O 0.69516 -0.73488 -2.26631 -0.401
O 0.14755 -0.84190 -0.41270 -0.721
O 0.74500 0.77661 -0.69270 -0.905
C -0.13379 1.84971 -0.78734 -1.067
C -2.07110 -1.28568 -0.75303 -1.236
C -0.54002 -0.06017 2.18836 0.408
C -1.84056 -0.26436 3.07311 -1.474
C -0.66349 1.18000 1.30044 -0.711
C 1.71715 0.15816 -2.71909 -0.906
H -0.78112 -0.60846 -0.48108 1.303
H 2.51531 -0.25008 -3.33907 0.367
H 2.29369 0.70170 -1.97058 0.273
H -1.25498 1.02357 0.39836 0.215
H -0.14531 -1.87557 1.73752 0.332
H 0.47901 -0.51335 0.42623 -0.144
H -1.99767 0.71411 3.52701 0.390
H -1.93003 0.50293 -1.60634 0.321
H 0.43421 2.69729 -1.17083 0.420
H -1.70308 -0.94543 3.91296 0.406
H -1.31670 -2.00016 -0.42361 0.299
H 0.61147 -0.40311 -1.12952 0.013
H 1.57558 1.20180 -0.46698 0.575
H -1.03298 1.63518 -1.36486 0.283
H 0.41382 -1.21815 -3.04663 0.424
H -2.72173 -0.58531 2.51757 0.263
H 1.31222 0.94539 -3.35500 0.360
H -2.93277 -1.39137 -0.09390 0.323
H -0.59611 2.11781 0.16265 0.220
H 0.35463 1.42120 0.99491 0.388
H -2.47866 -1.63954 -1.70002 0.342
H -0.95830 2.08778 1.82688 0.499
H 0.31538 -0.03480 2.86346 0.375
```

ΔE to the lowest compared entry with this formula, charge and spin = 2255.5 kJ/mol

***

Number 1: highest occupied orbital energy -13.9 eV. Number 2: highest occupied orbital energy -8.0 eV.